Entry from the Open Molecules 2025 dataset: a cluster of 2 separate species, C4H9N in total at a distorted geometry (ωB97M-V with the def2-TZVPD basis set).

Net charge ... 0
Relative energy (zero: lowest compared OMol25 entry of this formula, charge and spin) ... 60.73 kcal per mole
HOMO energy ... -9.540 eV
HOMO-LUMO gap ... 10.5 eV
Lowest unoccupied orbital energy ... 0.9 eV
Energy ... -212.4544 hartree
SMILES ... C=CC.C=N

Element x y z (Å)
1 C -0.3882 -2.3536 -2.5668
2 N 0.4810 -2.5340 -3.5153
3 H -0.6238 -1.4344 -1.9558
4 H -0.8467 -3.1887 -1.9150
5 H 0.7422 -3.5528 -3.6487
6 C -0.7725 1.1546 0.8143
7 C 0.2632 1.0637 1.9389
8 C 1.0594 2.0775 2.2765
9 H -1.5380 0.3973 0.6898
10 H -1.0715 2.1516 0.6146
11 H -0.3540 1.1917 -0.2250
12 H 0.2092 0.1093 2.5513
13 H 1.7181 1.9138 3.1937
14 H 1.1217 3.0039 1.7477

natural (NBO) population analysis, charges in e, atoms 1 to 8: number 1, C, carries -0.0544; number 2, N, carries -0.5973; number 3, H, carries 0.1742; number 4, H, carries 0.1318; number 5, H, carries 0.3453; number 6, C, carries -0.6894; number 7, C, carries -0.1765; number 8, C, carries -0.4120

***

Entry from the Open Molecules 2025 dataset: the ion C12H21N2 with charge +1 at a distorted geometry (ωB97M-V with the def2-TZVPD basis set).

Net charge ... +1
Relative energy (zero: lowest compared OMol25 entry of this formula, charge and spin) ... 162.32 kcal per mole
HOMO energy ... -8.485 eV
HOMO-LUMO gap ... 5.4 eV
Lowest unoccupied orbital energy ... -3.1 eV
Energy ... -578.8520 hartree

Element x y z (Å)
1 C -0.0890 0.1531 -0.8857
2 C 0.7962 -0.4401 0.1039
3 C -4.1331 0.2383 0.7245
4 C -3.5721 -1.1741 0.0686
5 C -3.5996 1.4826 -0.0778
6 C 3.8820 0.4096 -1.1866
7 C 4.1581 -0.8689 -0.3893
8 C 3.7115 0.7867 1.2243
9 C -2.0785 -1.0731 0.1046
10 C 2.9686 1.1029 -0.1036
11 C -2.0103 1.3811 0.0130
12 C 2.0679 0.0110 0.2690
13 N 3.2429 -0.6445 0.8455
14 N -1.5932 0.1530 -0.6323
15 H 0.0970 -0.4516 -1.7801
16 H 0.1285 1.1314 -1.2088
17 H 0.5868 -1.3459 0.6094
18 H -5.2812 0.3804 0.8009
19 H -3.5594 0.2453 1.7133
20 H -4.0850 -1.9192 0.7839
21 H -3.9187 -1.3233 -0.9637
22 H -3.8706 1.3338 -1.1263
23 H -3.9916 2.3793 0.3027
24 H 4.7467 0.8495 -1.4917
25 H 3.1749 0.1790 -1.9813
26 H 3.9077 -1.9016 -0.8695
27 H 5.1700 -0.9412 -0.0220
28 H 4.7342 0.7946 1.3411
29 H 3.0078 1.0757 1.9493
30 H -1.7531 -0.9874 1.1795
31 H -1.5383 -1.8706 -0.3532
32 H 2.7124 2.1635 -0.4160
33 H -1.7459 1.2333 1.1690
34 H 3.2392 -1.4778 1.4606
35 H -2.2314 0.0775 -1.4252

natural (NBO) population analysis, charges in e, atoms 1 to 8: number 1, C, carries -0.2521; number 2, C, carries -0.1518; number 3, C, carries -0.3983; number 4, C, carries -0.4544; number 5, C, carries -0.4376; number 6, C, carries -0.4118; number 7, C, carries -0.2194; number 8, C, carries -0.1678

***

Entry from the Open Molecules 2025 dataset: a cluster of 12 separate species, C33H48Cl33F3IN4O2 in total at a distorted geometry (ωB97M-V with the def2-TZVPD basis set).

Net charge ... +1
HOMO energy ... -12.034 eV
HOMO-LUMO gap ... 8.7 eV
Lowest unoccupied orbital energy ... -3.3 eV
Energy ... -17439.0147 hartree

Element x y z (Å)
1 C 1.3675 -3.0785 1.3978
2 C 2.5471 -3.9110 0.8628
3 C 3.7025 -3.0306 0.3774
4 C 3.3639 -2.1010 -0.7835
5 C 3.1490 -2.8074 -2.1279
6 C 1.6489 -3.0872 -2.3254
7 C 1.2686 -3.4098 -3.7689
8 C -0.0293 -2.7212 -4.1960
9 C -1.2693 -3.2904 -3.4564
10 C -1.7100 -2.3204 -2.3787
11 C -2.9701 -2.7630 -1.5937
12 N -3.7251 -1.6116 -1.1295
13 C -4.6129 -0.7504 -1.6747
14 N -5.0697 -0.7155 -2.9333
15 I -4.6289 -1.8504 -4.5396
16 N -5.0446 0.1538 -0.7914
17 C -4.3902 -0.1227 0.3322
18 C -4.5748 0.7202 1.5321
19 C -3.8509 2.0644 1.3092
20 O -2.7912 1.9280 0.3655
21 C -1.5352 1.8761 0.9104
22 O -1.1622 2.6261 1.7791
23 C -0.6137 0.8443 0.3073
24 C 0.2935 1.5549 -0.7008
25 N -3.5907 -1.1755 0.1781
26 C -2.7219 -1.7082 1.2208
27 C -3.4057 -2.7724 2.0861
28 C -2.7986 -2.9355 3.4382
29 F -3.6512 -3.3984 4.3805
30 C -1.5245 -2.7502 3.7970
31 F -0.6630 -1.9339 3.1862
32 F -0.9855 -3.3414 4.8650
33 H 1.2091 -3.2855 2.4509
34 H 1.5456 -2.0105 1.2883
35 H 0.4373 -3.2971 0.8704
36 H 2.9089 -4.4898 1.7073
37 H 2.1996 -4.6104 0.1092
38 H 4.0073 -2.4237 1.2310
39 H 4.5556 -3.6631 0.1394
40 H 4.1856 -1.3965 -0.8706
41 H 2.4896 -1.5043 -0.5252
42 H 3.4425 -2.1053 -2.9055
43 H 3.7285 -3.7217 -2.1936
44 H 1.4261 -3.9566 -1.7113
45 H 1.1323 -2.2018 -1.9686
46 H 2.0530 -3.0289 -4.4218
47 H 1.1562 -4.4751 -3.9510
48 H -0.1557 -2.7135 -5.2738
49 H 0.0777 -1.6764 -3.8993
50 H -1.0277 -4.2707 -3.0515
51 H -2.0429 -3.4338 -4.2063
52 H -1.8310 -1.3099 -2.7572
53 H -0.9153 -2.2555 -1.6373
54 H -3.5834 -3.4322 -2.1828
55 H -2.6135 -3.3533 -0.7597
56 H -5.7605 0.0086 -3.1076
57 H -5.6176 0.9021 1.7474
58 H -4.0835 0.2414 2.3737
59 H -3.5214 2.4932 2.2479
60 H -4.5617 2.7700 0.8939
61 H -1.1810 0.0501 -0.1668
62 H 0.0106 0.4845 1.1191
63 H 1.0186 0.8805 -1.1371
64 H -0.3211 1.9258 -1.5140
65 H 0.8023 2.3998 -0.2535
66 H -2.3515 -0.8924 1.8216
67 H -1.8587 -2.1647 0.7465
68 H -4.4652 -2.5590 2.2042
69 H -3.3452 -3.7296 1.5689
70 C -1.3335 4.3741 4.7959
71 Cl -0.3983 3.2219 5.7490
72 Cl -2.9966 4.4605 5.3795
73 Cl -0.5801 5.9693 4.8291
74 H -1.3487 4.0289 3.7697
75 C 1.1068 8.9558 6.7435
76 Cl 0.0237 10.3144 6.4397
77 Cl 2.7218 9.2913 6.1180
78 Cl 1.1693 8.5776 8.4649
79 H 0.7178 8.0929 6.2214
80 C -9.1024 0.5316 -2.6459
81 Cl -7.5646 1.2936 -3.0909
82 Cl -9.4432 -0.8332 -3.7027
83 Cl -9.0778 0.0325 -0.9570
84 H -9.8831 1.2694 -2.7739
85 C 4.1637 -5.7184 4.5896
86 Cl 2.7459 -4.9883 5.3455
87 Cl 3.7079 -7.1385 3.6502
88 Cl 4.9963 -4.5417 3.5703
89 H 4.8429 -6.0308 5.3709
90 C 2.2002 2.2569 -4.2657
91 Cl 2.8821 0.8783 -3.3916
92 Cl 0.4378 2.2866 -4.1291
93 Cl 2.8961 3.7632 -3.6678
94 H 2.4533 2.1506 -5.3125
95 C 3.2396 8.0608 -3.9365
96 Cl 3.9037 6.6336 -3.1314
97 Cl 1.4845 8.1168 -3.7654
98 Cl 3.9762 9.5297 -3.3038
99 H 3.4755 7.9905 -4.9896
100 C 4.5201 1.4796 1.0681
101 Cl 5.6440 0.1295 0.9255
102 Cl 3.6901 1.7458 -0.4684
103 Cl 3.3440 1.1847 2.3570
104 H 5.0808 2.3701 1.3191
105 C 3.7812 -6.0695 -6.0439
106 Cl 3.5319 -6.3048 -4.3130
107 Cl 2.2879 -6.3699 -6.9342
108 Cl 4.3877 -4.4454 -6.3697
109 H 4.5236 -6.7814 -6.3779
110 C 8.1860 -2.5204 2.1196
111 Cl 9.3319 -1.1933 2.2880
112 Cl 7.2964 -2.3873 0.5979
113 Cl 9.0021 -4.0791 2.2229
114 H 7.4735 -2.4572 2.9319
115 C -0.5294 5.5396 -6.9510
116 Cl -0.9247 4.2695 -8.1114
117 Cl -1.9616 6.0273 -6.0435
118 Cl 0.7468 5.0092 -5.8543
119 H -0.1707 6.3990 -7.5009
120 C -4.0488 5.5217 9.4132
121 Cl -2.5030 6.3001 9.0731
122 Cl -4.2220 4.0396 8.4684
123 Cl -4.2168 5.1864 11.1355
124 H -4.8390 6.2003 9.1229

Löwdin population analysis, charges in e, atoms 1 to 8: number 1, C, carries -0.0935; number 2, C, carries -0.2364; number 3, C, carries -0.2409; number 4, C, carries -0.2269; number 5, C, carries -0.1780; number 6, C, carries -0.2022; number 7, C, carries -0.2114; number 8, C, carries -0.1856

***

Entry from the Open Molecules 2025 dataset: a structure of composition C11H9Cl3N2O3S6SiW at a distorted geometry (ωB97M-V with the def2-TZVPD basis set).

Net charge ... 0
Relative energy (zero: lowest compared OMol25 entry of this formula, charge and spin) ... 0.00 kcal per mole
HOMO energy ... -8.663 eV
HOMO-LUMO gap ... 6.3 eV
Lowest unoccupied orbital energy ... -2.4 eV
Energy ... -4886.2520 hartree

Element x y z (Å)
1 W -0.7974 -1.3608 1.0095
2 S 4.7246 -3.6648 5.2316
3 C 3.5491 -3.1119 4.2616
4 S 3.4988 -3.4018 2.5396
5 C 2.0676 -2.4692 2.2207
6 C 1.4917 -1.8670 3.2588
7 S 0.0473 -0.8734 3.0721
8 S 2.2535 -2.0775 4.8066
9 S 1.3529 -2.3801 0.6045
10 C -0.1833 -0.1805 -3.4641
11 C -0.4174 -0.5908 -2.1026
12 N -0.6049 -0.9192 -1.0185
13 H 0.2881 0.8323 -3.4327
14 H -1.1382 -0.0580 -3.9748
15 H 0.4444 -0.9001 -3.9828
16 Cl -0.1904 -4.8864 2.4631
17 Si -0.4823 -3.6384 0.9002
18 Cl -0.8404 -4.8011 -0.7153
19 Cl -2.9346 -2.4171 1.3536
20 N -2.1105 0.4829 1.3190
21 C -1.5307 1.4666 0.3977
22 C -0.2409 1.9369 0.6648
23 C 0.4452 2.6650 -0.3072
24 C -0.1729 2.9102 -1.5213
25 C -1.4950 2.5287 -1.7354
26 C -2.1810 1.7972 -0.7756
27 S 0.7914 3.5963 -2.8889
28 O 1.2112 2.3874 -3.5882
29 O -0.1419 4.4268 -3.6236
30 O 1.9038 4.2841 -2.2629
31 H -2.0023 0.7650 2.2864
32 H -3.1045 0.4323 1.1303
33 H 0.2185 1.7529 1.6226
34 H 1.4431 3.0486 -0.1393
35 H -1.9667 2.8299 -2.6622
36 H -3.1958 1.4551 -0.9474

natural (NBO) population analysis, charges in e, atoms 1 to 8: number 1, W, carries 0.4507; number 2, S, carries 0.0385; number 3, C, carries -0.5738; number 4, S, carries 0.4914; number 5, C, carries -0.4319; number 6, C, carries -0.3878; number 7, S, carries 0.0774; number 8, S, carries 0.4955